The following is a quantum chemistry calculation of one molecule with the formula CH3F2PS2 at a distorted geometry, from the Open Molecules 2025 dataset.

Results
- energy (eV) = -37482.3455
- molecular weight (g/mol) = 148.1
- frontier orbital gap (eV) = 10.25
- highest occupied orbital energy (eV) = -9.951
- ΔE to the lowest compared entry with this formula, charge and spin (kcal per mole) = 0.0
- charge = 0
- LUMO (Eh) = 0.0110

Cartesian coordinates (Å):
C -0.07 -0.45 -0.02
F 2.70 1.37 0.98
F 2.31 1.02 -1.21
P 3.04 0.15 -0.04
S 4.88 -0.40 -0.04
S 1.52 -1.31 0.25
H 0.33 0.54 -0.45
H -0.61 -0.40 0.91
H -0.72 -0.91 -0.75